# 1
Here is one molecule with the formula C25H26N2O5S at a distorted geometry from the OMol25 dataset. Energies are from wB97M-V/def2-TZVPD.

Summary:
orbital gap = 7.6694 eV
lowest unoccupied orbital energy = -0.15 eV
2S+1 = 1
maximum force = 0.0195 hartree/bohr
ΔE to the lowest compared entry with this formula, charge and spin = 88.3 kJ/mol
structure (SMILES) = CCOC(=O)C1=C(c2ccccc2)N=C2SCC(=O)N2[C@@H]1c1ccc(OCC)c(OCC)c1
E_HOMO = -7.8 eV

XYZ file:
```
59
C25H26N2O5S wB97M-V/def2-TZVPD
C -2.3182 -4.0969 1.7701
C -2.5372 -2.8534 2.6196
O -2.4602 -1.6652 1.8351
C -1.2366 -1.1567 1.6214
O -0.2274 -1.6071 2.1139
C -1.2713 0.0658 0.8067
C -2.2421 0.3951 -0.0809
C -3.2851 -0.5206 -0.5576
C -2.9458 -1.7995 -0.9916
C -3.9221 -2.6491 -1.4751
C -5.2425 -2.2321 -1.5323
C -5.5810 -0.9540 -1.1207
C -4.6063 -0.0963 -0.6452
N -2.3132 1.6596 -0.6436
C -1.4491 2.5273 -0.2985
S -1.5255 4.1822 -0.8362
C -0.0589 4.6288 0.1339
C 0.4227 3.3749 0.8444
O 1.3713 3.3323 1.5842
N -0.3773 2.3165 0.5346
C -0.0658 0.9605 0.9933
C 1.1016 0.4118 0.2010
C 1.0019 0.2514 -1.1682
C 2.0774 -0.2382 -1.8953
C 3.2615 -0.5793 -1.2643
O 4.3851 -1.0460 -1.8712
C 4.3609 -1.3642 -3.2460
C 3.6432 -2.6805 -3.5337
C 3.3626 -0.4220 0.1396
O 4.5517 -0.7813 0.6803
C 4.7173 -0.6832 2.0815
C 6.1141 -1.1853 2.4127
C 2.2848 0.0756 0.8490
H -2.4367 -4.9842 2.3855
H -1.3135 -4.0881 1.3544
H -3.0395 -4.1239 0.9572
H -3.5412 -2.8428 3.0485
H -1.7876 -2.8026 3.4167
H -1.9127 -2.1152 -0.9581
H -3.6533 -3.6392 -1.8149
H -6.0042 -2.9008 -1.9059
H -6.6081 -0.6239 -1.1743
H -4.8578 0.9043 -0.3296
H 0.7222 5.0113 -0.5238
H -0.3136 5.4029 0.8584
H 0.2169 1.0204 2.0511
H 0.0868 0.5010 -1.6862
H 1.9698 -0.3457 -2.9628
H 3.9223 -0.5448 -3.8298
H 5.4163 -1.4520 -3.5192
H 3.7012 -2.9069 -4.5949
H 2.5981 -2.6250 -3.2394
H 4.1146 -3.4837 -2.9733
H 4.6029 0.3616 2.4026
H 3.9610 -1.2939 2.5934
H 6.8556 -0.5829 1.8956
H 6.2224 -2.2171 2.0903
H 6.2856 -1.1243 3.4836
H 2.3416 0.2045 1.9165
```


# 2
Here is C25H26N4NaO2S2 as an isolated structure from the OMol25 dataset. Energies are from wB97M-V/def2-TZVPD.

Summary:
orbital gap = 6.5957 eV
charge = -1
lowest unoccupied orbital energy = 2.20 eV
2S+1 = 1
maximum force = 0.0168 hartree/bohr
E_HOMO = -4.4 eV

XYZ file:
```
60
C25H26N4NaO2S2 wB97M-V/def2-TZVPD
Na -1.1182 0.3095 0.4903
O 1.9681 -0.1696 5.0577
C 1.1413 0.8594 5.2994
C 1.1699 1.4288 6.5759
C 0.3245 2.4728 6.8988
C -0.5695 2.9788 5.9569
C -0.5859 2.4248 4.6884
C 0.2550 1.3736 4.3319
C 0.1669 0.8627 2.9196
O -0.5913 1.4486 2.1118
N 0.9570 -0.1934 2.6781
N 0.7761 -0.7338 1.4062
C 1.7474 -1.4691 1.0542
S 3.2036 -1.6063 2.0370
C 4.0293 -2.7585 0.9175
C 3.5379 -2.4792 -0.4972
S 1.7431 -2.4050 -0.4434
H 1.7408 -0.4810 4.1299
H 1.8660 1.0200 7.2979
H 0.3588 2.8958 7.8967
H -1.2365 3.7935 6.2080
H -1.2527 2.7971 3.9209
H 3.8112 -3.7866 1.2038
H 5.1029 -2.5866 1.0071
H 3.8117 -3.2775 -1.1879
H 3.9412 -1.5353 -0.8640
C -3.3708 -0.2943 -4.3052
C -1.9978 -0.8724 -4.6554
C -0.8651 0.0881 -4.3430
C -0.1377 0.6201 -5.4060
C 0.7802 1.6437 -5.2224
C 0.9362 2.1852 -3.9550
C 0.2308 1.6852 -2.8674
C 0.4104 2.3151 -1.5046
C 1.6170 1.7407 -0.7510
C -0.6229 0.5809 -3.0454
N -1.2986 0.1065 -1.9048
C -1.4363 -1.1612 -1.6951
C -2.1877 -1.7183 -0.6068
C -2.2813 -3.0887 -0.2958
C -3.0735 -3.1704 0.8456
C -3.4103 -1.8344 1.1654
N -2.8916 -0.9523 0.3053
H -4.1662 -0.9894 -4.5827
H -3.5333 0.6429 -4.8443
H -3.4661 -0.0837 -3.2385
H -1.9633 -1.0728 -5.7286
H -1.8747 -1.8401 -4.1756
H -0.3244 0.2349 -6.4034
H 1.3312 2.0416 -6.0651
H 1.6070 3.0241 -3.7970
H -0.4954 2.1877 -0.9074
H 0.5363 3.3924 -1.6364
H 1.5642 0.6508 -0.7150
H 1.6602 2.1022 0.2786
H 2.5476 2.0072 -1.2598
H -0.9392 -1.9021 -2.3273
H -1.8191 -3.8985 -0.8453
H -3.3602 -4.0583 1.3885
H -4.0041 -1.4959 2.0054
```


# 3
Here is a 2-piece molecular cluster, C25H26NO overall at a distorted geometry from the OMol25 dataset. Energies are from wB97M-V/def2-TZVPD.

Summary:
orbital gap = 4.5030 eV
charge = +1
lowest unoccupied orbital energy = -5.70 eV
2S+1 = 1
maximum force = 0.0303 hartree/bohr
ΔE to the lowest compared entry with this formula, charge and spin = 124.0 kJ/mol
E_HOMO = -10.2 eV

XYZ file:
```
53
C25H26NO wB97M-V/def2-TZVPD
C 5.9886 -0.3727 -2.7020
O 5.2235 0.5939 -1.9416
C 3.9477 0.2986 -1.5800
C 3.2401 1.2830 -0.8403
C 1.8977 1.1200 -0.5875
C 1.1933 -0.0223 -1.0480
C -0.2474 -0.0630 -1.0137
C -1.0803 -1.2540 -1.0888
C -2.4057 -0.8468 -1.4656
C -3.3732 -1.7733 -1.8306
C -3.0225 -3.1283 -1.8586
C -1.7563 -3.5458 -1.4056
C -0.8047 -2.6164 -0.9614
C -2.4249 0.6008 -1.5740
C -1.0977 1.0858 -1.3095
C -0.8062 2.4312 -1.5429
C -1.8137 3.2757 -2.0246
C -3.1067 2.7871 -2.2837
C -3.4217 1.4462 -2.0358
C 1.9409 -1.0570 -1.6590
C 3.2946 -0.9165 -1.9115
H 6.9687 0.0943 -2.8030
H 6.0805 -1.3309 -2.1715
H 5.5534 -0.5509 -3.6958
H 3.7672 2.1805 -0.5254
H 1.3595 1.8851 -0.0255
H -4.3613 -1.4143 -2.1177
H -3.7373 -3.8664 -2.2223
H -1.5076 -4.6093 -1.3991
H 0.1343 -2.9353 -0.5121
H 0.1969 2.8101 -1.3771
H -1.5888 4.3261 -2.2067
H -3.8707 3.4548 -2.6804
H -4.4122 1.0294 -2.2196
H 1.4321 -1.9652 -1.9799
H 3.8335 -1.7294 -2.4042
C -0.9343 0.5501 4.9172
C 0.4546 0.7646 4.3107
C 0.4698 0.8324 2.7763
N -0.6731 0.2843 2.1183
C -1.6556 -0.5698 2.7093
C -1.6557 -0.6226 4.2451
H -0.8245 0.3326 5.9835
H -1.5330 1.4644 4.8326
H 0.9052 1.6814 4.7018
H 1.1020 -0.0632 4.6210
H 0.5615 1.8876 2.4588
H 1.3809 0.3344 2.3953
H -0.7698 0.4721 1.1304
H -2.6468 -0.2285 2.3574
H -1.5340 -1.5915 2.3019
H -1.1686 -1.5537 4.5559
H -2.6924 -0.6793 4.5896
```


# 4
Here is C25H27AsFeN4O2S2SbSe4 as an isolated structure at a distorted geometry from the OMol25 dataset. Energies are from wB97M-V/def2-TZVPD.

Summary:
orbital gap (alpha / beta) = 4.3941 / 4.2941 eV
lowest unoccupied orbital energy (alpha / beta) = -2.88 / -2.88 eV
<S²> = 0.800
2S+1 = 2
maximum force = 0.2350 hartree/bohr
ΔE to the lowest compared entry with this formula, charge and spin = 534.3 kJ/mol
E_HOMO (alpha / beta) = -7.3 / -7.2 eV

XYZ file:
```
67
C25H27AsFeN4O2S2SbSe4 wB97M-V/def2-TZVPD
Fe 0.3222 0.7291 -0.6191
C 1.7952 1.7106 3.6100
C 1.1802 1.4856 2.2672
N 1.5498 0.5290 1.5011
O 2.5611 -0.2580 2.0044
C 0.0884 2.2789 1.7566
C -0.4178 3.5382 2.3795
N -0.4718 1.8077 0.6748
O -1.5044 2.3206 0.1328
H 1.6060 0.8316 4.2293
H 1.4001 2.5924 4.1041
H 2.8775 1.7947 3.5084
H 2.7825 -0.8656 1.2872
H 0.4139 4.1668 2.6975
H -1.0651 3.3387 3.2390
H -1.0088 4.0747 1.6386
S -0.7646 0.7527 -2.4857
C -2.4160 0.4675 -1.9999
C -3.4550 0.9669 -2.7725
C -4.7575 0.7242 -2.3641
C -5.0087 -0.0134 -1.2193
C -3.9612 -0.5001 -0.4521
C -2.6467 -0.2737 -0.8357
As -1.1266 -0.7667 0.2405
C -0.8022 -2.6516 -0.1666
C -1.1347 -3.2044 -1.3982
C -0.5792 -4.4167 -1.7758
C 0.3218 -5.0583 -0.9401
C 0.6371 -4.5250 0.3010
C 0.0842 -3.3159 0.6832
C -1.9249 -0.9530 1.9688
C -2.7252 -2.0840 2.1374
C -3.6289 -2.1555 3.1844
C -3.7429 -1.0999 4.0765
C -2.9259 0.0099 3.9370
C -2.0246 0.0850 2.8843
H -3.2414 1.5546 -3.6553
H -5.5774 1.1309 -2.9423
H -6.0280 -0.2019 -0.9088
H -4.1738 -1.0522 0.4536
H -1.7794 -2.6530 -2.0775
H -0.7897 -4.8356 -2.7506
H 0.8353 -5.9478 -1.2800
H 1.3663 -5.0140 0.9313
H 0.3762 -2.8371 1.6165
H -2.6478 -2.9125 1.4440
H -4.2558 -3.0312 3.2889
H -4.4691 -1.1407 4.8775
H -2.9970 0.8323 4.6367
H -1.4062 0.9663 2.7982
S 1.6723 2.5604 -0.8636
C 2.9915 2.6591 -1.9487
N 4.0822 1.9187 -1.9598
C 5.0701 2.4219 -2.9147
C 4.2954 3.5270 -3.6510
N 3.0852 3.6470 -2.8393
H 4.1971 1.0256 -1.5038
H 5.4156 1.6153 -3.5604
H 5.9221 2.8188 -2.3585
H 4.0413 3.2389 -4.6733
H 4.8277 4.4770 -3.6702
H 2.3290 4.2709 -3.0533
Se 4.2859 -3.8044 -0.8094
Sb 3.2840 -1.9636 -2.0983
Se 5.2334 -0.8875 -3.0596
Se 2.9716 -3.8984 -3.5638
Se 1.5559 -0.5478 -1.3188
```


# 5
Here is C25H27BNO5PPdS as an isolated structure at a distorted geometry from the OMol25 dataset. Energies are from wB97M-V/def2-TZVPD.

Summary:
orbital gap (alpha / beta) = 8.7321 / 5.0274 eV
charge = +2
lowest unoccupied orbital energy (alpha / beta) = -5.55 / -10.10 eV
<S²> = 6.024
2S+1 = 5
maximum force = 0.0449 hartree/bohr
ΔE to the lowest compared entry with this formula, charge and spin = 123.8 kJ/mol
E_HOMO (alpha / beta) = -14.3 / -15.1 eV

XYZ file:
```
62
C25H27BNO5PPdS wB97M-V/def2-TZVPD
Pd 0.3536 -0.4297 0.6671
O -1.1488 0.2077 2.1036
S -2.2506 0.3612 1.0701
O -3.2535 -0.6344 1.1062
O -1.4807 0.4605 -0.2161
C -2.8366 1.9977 1.3711
C -4.1686 2.2972 1.5699
C -4.5243 3.6285 1.7486
C -3.5548 4.6206 1.7156
C -2.2128 4.3125 1.5221
C -1.8375 2.9838 1.3668
P -0.0974 2.4833 1.1781
C 0.6459 3.5359 -0.0515
C -0.1106 3.9817 -1.1496
C 0.4739 4.7986 -2.0932
C 1.8219 5.1417 -1.9789
C 2.5890 4.6636 -0.9163
C 2.0173 3.8437 0.0331
C 0.7866 2.7423 2.7446
C 1.2481 1.6618 3.4951
C 1.8672 1.8819 4.7139
C 2.0414 3.1787 5.1766
C 1.6111 4.2569 4.4159
C 0.9856 4.0481 3.1985
H -4.9030 1.5021 1.5759
H -5.5617 3.8890 1.9040
H -3.8413 5.6544 1.8558
H -1.4708 5.0992 1.4962
H -1.1489 3.6898 -1.2482
H -0.1127 5.1674 -2.9231
H 2.2780 5.7750 -2.7282
H 3.6318 4.9389 -0.8337
H 2.6099 3.4673 0.8582
H 1.1145 0.6505 3.1352
H 2.2072 1.0455 5.3092
H 2.5189 3.3539 6.1310
H 1.7601 5.2670 4.7729
H 0.6656 4.8956 2.6064
N 1.2800 -2.9389 2.4208
C 0.6802 -2.2539 1.7266
H 1.7392 -3.5897 3.0392
C 3.7956 1.0300 -3.5000
C 3.1367 -0.0020 -2.6100
C 2.7470 -1.2339 -3.4199
O 1.8838 0.5743 -2.0907
B 1.7489 0.1633 -0.8340
O 2.8209 -0.4717 -0.2940
C 3.9203 -0.3716 -1.2958
C 4.8171 0.7603 -0.8093
C 4.6735 -1.6825 -1.3132
H 3.1713 1.1980 -4.3764
H 4.7655 0.6676 -3.8410
H 3.9226 1.9852 -2.9931
H 2.0550 -0.9417 -4.2078
H 2.2574 -1.9746 -2.7867
H 3.6290 -1.6774 -3.8788
H 4.2662 1.7014 -0.7775
H 5.6784 0.8660 -1.4672
H 5.1737 0.5274 0.1935
H 4.0059 -2.5317 -1.4437
H 5.2008 -1.8090 -0.3683
H 5.4115 -1.6790 -2.1151
```


# 6
Here is C25H27Br54OS as an isolated structure at a distorted geometry from the OMol25 dataset. Energies are from wB97M-V/def2-TZVPD.

Summary:
orbital gap = 8.4445 eV
charge = +1
lowest unoccupied orbital energy = -2.77 eV
2S+1 = 1
maximum force = 0.0321 hartree/bohr
E_HOMO = -11.2 eV

XYZ file:
```
108
C25H27Br54OS wB97M-V/def2-TZVPD
S 0.0614 0.7748 -2.3339
C -1.0191 0.3327 -3.7458
O -1.4851 1.4913 -4.3431
C -0.4719 2.4478 -4.4694
C -0.5538 3.6072 -3.7072
C 0.4948 4.5238 -3.7768
C 1.5824 4.2580 -4.6068
C 1.6465 3.1110 -5.3944
C 0.5974 2.1992 -5.3293
H 1.3221 0.9242 -2.8127
H 0.0094 -0.2818 -1.4942
H -1.8629 -0.2148 -3.3573
H -0.4925 -0.2832 -4.4576
H -1.4201 3.7243 -3.0810
H 0.4606 5.4149 -3.1659
H 2.4000 4.9608 -4.6324
H 2.4877 2.9086 -6.0302
H 0.6132 1.3055 -5.9258
C 5.0912 6.9828 -3.7566
Br 5.1180 5.0567 -3.8435
Br 6.2963 7.7599 -5.0299
Br 3.3127 7.7071 -3.9268
H 5.4451 7.2495 -2.7731
C -0.1344 -3.0333 0.0102
Br 0.7881 -2.8861 -1.6768
Br 1.0834 -3.2948 1.4633
Br -1.2601 -1.4965 0.3082
H -0.7718 -3.9037 -0.0479
C -1.4680 -3.3574 -5.4062
Br -2.4464 -2.9045 -3.8095
Br -1.3124 -1.8405 -6.5826
Br 0.2499 -4.1342 -5.0152
H -2.0461 -4.1033 -5.9300
C 4.4853 0.7872 -2.3343
Br 3.5231 2.0815 -3.4090
Br 6.3017 1.2749 -1.9984
Br 3.5010 0.4591 -0.7106
H 4.4950 -0.1371 -2.8927
C 2.4003 -0.5514 4.0747
Br 4.1233 -1.3854 3.9771
Br 2.3472 0.8578 5.3706
Br 1.8098 0.0379 2.3416
H 1.7025 -1.3111 4.3984
C -4.1942 1.7782 0.9099
Br -5.9810 1.9877 0.2563
Br -3.9939 0.0884 1.8018
Br -2.8883 2.0384 -0.4885
H -4.0213 2.5510 1.6431
C -9.1185 0.7168 2.0689
Br -9.2188 1.8780 3.5920
Br -8.3432 -0.9792 2.5327
Br -10.8239 0.5019 1.2059
H -8.4589 1.1870 1.3583
C -7.0268 1.8810 7.2741
Br -7.0058 0.1414 6.4614
Br -5.8326 3.0966 6.3797
Br -8.8092 2.5923 7.3858
H -6.6647 1.7652 8.2850
C -0.7543 8.5404 -1.4472
Br -0.8390 6.6519 -1.8195
Br 0.5142 9.3739 -2.6214
Br -2.4903 9.3523 -1.5324
H -0.3848 8.6690 -0.4419
C -1.7047 -3.9130 3.6311
Br -1.8558 -2.7152 5.1247
Br -0.9509 -5.6026 4.1391
Br -3.3864 -4.1200 2.7123
H -1.0187 -3.4583 2.9329
C 5.8329 3.4816 -7.4628
Br 3.9661 3.3147 -7.9242
Br 6.4044 2.0702 -6.2880
Br 6.9345 3.5967 -9.0256
H 5.9395 4.4102 -6.9220
C -9.5697 -5.2034 2.1473
Br -10.4533 -3.7709 1.2246
Br -7.7330 -4.7642 2.5383
Br -10.5205 -5.7257 3.7294
H -9.5578 -6.0557 1.4872
C 9.4317 0.8852 0.7996
Br 9.7364 1.4863 -1.0091
Br 8.9070 2.3366 1.9375
Br 8.1771 -0.5691 0.8684
H 10.3738 0.5092 1.1677
C -5.7352 0.0808 11.3712
Br -7.5757 0.2557 10.8437
Br -5.3858 -1.6245 12.1779
Br -4.5423 0.4263 9.8998
H -5.5440 0.8348 12.1185
C -8.8420 -9.6466 0.8834
Br -9.7452 -8.2636 -0.1044
Br -7.0273 -9.1504 1.2757
Br -9.8089 -10.1170 2.4720
H -8.8099 -10.5199 0.2511
C 3.5876 -6.9488 -4.5591
Br 2.8713 -5.6291 -3.3470
Br 4.8209 -8.1160 -3.6699
Br 2.1827 -7.9185 -5.4363
H 4.1360 -6.4160 -5.3199
C 13.1714 3.1314 -0.5517
Br 12.1175 4.6046 0.0894
Br 14.2288 3.6247 -2.0771
Br 14.2459 2.3698 0.8479
H 12.4826 2.3668 -0.8744
C 4.0030 -4.0544 6.9166
Br 3.8058 -2.7270 8.2893
Br 4.5849 -5.7399 7.6237
Br 2.3872 -4.2423 5.8885
H 4.7688 -3.7049 6.2415
```


# 7
Here is C25H27Cl2N6ReS as an isolated structure from the OMol25 dataset. Energies are from wB97M-V/def2-TZVPD.

Summary:
orbital gap (alpha / beta) = 8.1903 / 6.6088 eV
charge = +3
lowest unoccupied orbital energy (alpha / beta) = -8.27 / -10.34 eV
<S²> = 3.788
2S+1 = 4
maximum force = 0.0147 hartree/bohr
E_HOMO (alpha / beta) = -16.5 / -16.9 eV

XYZ file:
```
62
C25H27Cl2N6ReS wB97M-V/def2-TZVPD
Re 0.2029 0.0934 0.2097
C 1.8144 -0.0193 2.7762
C 1.1280 -1.3219 3.1579
C -0.3605 -1.3787 2.9299
C -1.1478 -2.0127 3.8781
C -2.5223 -2.0640 3.7362
C -3.1005 -1.4485 2.6323
C -2.2768 -0.8518 1.7127
N -0.9211 -0.8210 1.8277
N 2.0517 0.1215 1.3100
C 2.7013 1.4328 1.0341
C 2.5969 1.7181 -0.4327
C 3.5229 2.4814 -1.1046
C 3.3520 2.7158 -2.4645
C 2.2667 2.1496 -3.1187
C 1.3815 1.3807 -2.3971
N 1.5213 1.1773 -1.0675
C 2.9691 -0.9568 0.7943
C 2.2173 -2.1200 0.2342
C 2.7680 -3.3791 0.1453
C 2.0274 -4.4013 -0.4332
C 0.7535 -4.1237 -0.9135
C 0.2663 -2.8435 -0.7952
N 0.9789 -1.8438 -0.2255
H 2.7760 0.0411 3.2885
H 1.2146 0.8344 3.0926
H 1.2991 -1.4743 4.2206
H 1.5985 -2.1741 2.6615
H -0.6712 -2.4635 4.7400
H -3.1361 -2.5624 4.4794
H -4.1732 -1.4343 2.4848
H -2.7038 -0.3782 0.8400
H 3.7432 1.4238 1.3607
H 2.1702 2.1903 1.5983
H 4.3787 2.8836 -0.5727
H 4.0723 3.3171 -3.0094
H 2.1077 2.2953 -4.1793
H 0.5495 0.8962 -2.8831
H 3.6604 -1.2681 1.5761
H 3.5655 -0.5314 -0.0129
H 3.7694 -3.5607 0.5209
H 2.4393 -5.4019 -0.5022
H 0.1458 -4.8907 -1.3773
H -0.7208 -2.5949 -1.1622
Cl -1.5928 -0.1809 -1.5121
C -2.9174 0.6836 -2.3548
C -3.8660 -0.1727 -2.8271
C -4.9189 0.3360 -3.6018
C -4.9913 1.6762 -3.9086
C -4.0252 2.5513 -3.4317
Cl -4.1673 4.1902 -3.8347
C -2.9420 2.0910 -2.6061
S -1.8186 3.1965 -1.9945
H -3.8036 -1.2379 -2.6302
H -5.6768 -0.3440 -3.9696
H -5.7969 2.0591 -4.5224
N 0.0091 3.0431 1.4399
N -0.7746 1.9728 0.8673
H -0.5890 3.6309 2.0064
H 0.3475 3.6128 0.6748
H -1.2753 2.3224 0.0568
H -1.4767 1.7378 1.5580
```